P:
Below is C8H13N3O in the gas phase, with properties calculated with ωB97M-V with the def2-TZVPD basis set.

Values from the calculation:
gap between HOMO and LUMO: 10.18 eV
SMILES: C[C@H](C#N)[C@H](C#N)C[C@H](O)CN

```
! RIJCOSX wB97M-V def2-TZVPD def2/J DEFGRID3
* xyz 0 1
C -1.89 0.87 0.27
C -0.72 1.39 1.25
C -0.98 2.99 1.44
N -1.12 4.20 1.43
C 0.78 1.25 0.66
C 1.17 2.61 -0.09
N 1.30 3.63 -0.75
C 1.01 0.01 -0.35
C 0.57 -1.42 0.22
O 1.47 -1.93 1.27
C 0.66 -2.50 -1.02
N -0.35 -2.22 -2.11
H -2.36 -0.06 0.75
H -1.59 0.74 -0.83
H -2.74 1.67 0.27
H -0.77 0.96 2.32
H 1.49 1.16 1.58
H 2.14 -0.03 -0.61
H 0.49 0.31 -1.35
H -0.51 -1.47 0.62
H 1.15 -2.85 1.41
H 0.44 -3.57 -0.65
H 1.72 -2.39 -1.45
H -0.11 -1.34 -2.60
H -1.27 -2.01 -1.67
*
```

***

Q:
Below is a 2-piece molecular cluster, C8H13N3O overall, with properties calculated with ωB97M-V with the def2-TZVPD basis set.

Values from the calculation:
gap between HOMO and LUMO (alpha / beta): 8.38 / 8.38 eV

```
! RIJCOSX wB97M-V def2-TZVPD def2/J DEFGRID3
* xyz 0 1
C 2.23 1.50 -0.72
C 2.54 -0.41 0.21
C 0.91 -1.87 -0.18
C 0.59 -0.61 -0.90
C -2.47 -0.72 -0.20
C -1.30 1.59 -0.37
C -0.88 0.13 1.67
C -1.31 0.20 0.19
N 3.42 1.49 -0.15
N 3.64 0.19 0.39
N 1.57 0.30 -0.52
O 2.11 -1.60 0.56
H 1.95 2.37 -1.35
H 0.28 -2.37 0.48
H 1.15 -2.76 -0.91
H 0.35 -0.78 -1.97
H -2.36 -1.44 -0.87
H -3.30 -0.23 -0.67
H -2.76 -1.32 0.68
H -0.49 2.12 0.04
H -1.57 1.56 -1.50
H -2.07 2.22 0.22
H 0.14 0.56 1.77
H -0.83 -0.88 1.97
H -1.54 0.79 2.13
*
```

***

It is P that is the most stable of them.

***

P:
Below is a 2-piece molecular cluster, CH4O3S overall, with properties calculated with ωB97M-V with the def2-TZVPD basis set.

Values from the calculation:
expectation value of S²: 2.009
gap between HOMO and LUMO (alpha / beta): 9.12 / 6.32 eV

```
! RIJCOSX wB97M-V def2-TZVPD def2/J DEFGRID3
* xyz 0 3
C 0.48 -0.45 -0.75
O 0.09 -1.76 -0.45
O -1.36 1.26 0.90
O 1.25 0.14 0.11
S -0.25 1.07 2.07
H -0.46 0.13 -0.95
H 1.01 -0.47 -1.73
H 0.47 -2.00 0.40
H -1.24 2.09 0.41
*
```

***

Q:
Below is a 2-piece molecular cluster, CH4O3S overall, with properties calculated with ωB97M-V with the def2-TZVPD basis set.

Values from the calculation:
expectation value of S²: 2.006
gap between HOMO and LUMO (alpha / beta): 5.30 / 6.13 eV

```
! RIJCOSX wB97M-V def2-TZVPD def2/J DEFGRID3
* xyz 0 3
C 0.69 0.53 1.06
O -0.36 1.02 0.74
O 1.83 0.97 0.42
O 0.87 -0.47 1.94
S -2.66 -1.26 -2.00
H -1.38 -1.55 -2.00
H 1.70 1.94 0.29
H 1.64 -1.06 2.02
H -2.34 -0.12 -2.47
*
```

***

It is P that is the most stable of them.